The following is a quantum chemistry calculation of C20H16ClN2ORuS2 as an isolated structure in a non-equilibrium geometry, from the OMol25 dataset.

The geometry in XYZ format:
```
43
Properties=species:S:1:pos:R:3
Ru 0.247 0.257 -0.117
Cl -6.896 1.820 -0.089
S 2.022 1.596 -0.876
S 0.502 1.345 1.897
O -1.103 1.543 -0.839
N -1.232 -0.961 0.589
N 1.406 -1.321 0.537
C 0.472 -4.401 2.381
C -0.739 -2.142 1.216
C -1.487 -3.097 1.845
C -5.167 1.703 -0.289
C 2.707 -1.457 0.479
C 1.281 -3.433 1.739
C -4.490 0.642 0.217
C 1.826 2.391 1.671
C -3.131 2.635 -1.156
C -0.878 -4.227 2.432
C -2.372 1.543 -0.640
C 0.674 -2.307 1.164
C 2.217 3.208 2.881
C 2.691 -3.539 1.656
C -2.485 -0.640 0.626
C 3.394 -2.561 1.029
C 2.484 2.506 0.469
C -3.083 0.522 0.062
C 3.647 3.449 0.266
C -4.479 2.718 -0.984
H 3.185 -4.397 2.097
H 2.113 4.276 2.683
H 3.241 -0.658 -0.019
H -2.563 -3.003 1.902
H 1.578 2.955 3.725
H 3.253 3.016 3.167
H 0.941 -5.269 2.828
H 4.471 -2.606 0.947
H -1.497 -4.962 2.929
H 3.430 4.135 -0.553
H 3.877 4.033 1.155
H 4.539 2.887 -0.018
H -2.586 3.407 -1.682
H -5.032 -0.131 0.749
H -5.030 3.564 -1.374
H -3.178 -1.309 1.135
```

Output
Gap between HOMO and LUMO (alpha / beta) ... 5.9 / 6.2 eV
<S²> ... 0.76
LUMO energy (alpha / beta) ... -0.84 / -0.97 eV
Charge ... 0
E ... -62803.9739 eV
Spin multiplicity ... 2